35
Properties=species:S:1:pos:R:3:forces:R:3 method="wB97M-V/def2-TZVPD" total_energy_ev=-42997.435 s2=3.75 relative_energy_kcal_mol=0.0 charge=0 gap_ev="4.10 / 9.31" multiplicity=4
Ti -0.4273 0.3779 -0.3396 0.8 0.3 -0.1
C 3.6798 -0.4527 -0.3713 0.0 0.1 -0.1
C 2.2080 -0.1537 -0.5150 -0.3 0.1 -0.1
O 1.3652 -1.0831 -0.3844 -0.2 0.0 0.0
O 1.8532 1.0408 -0.7342 -0.6 -0.1 0.2
H 4.0264 0.0032 0.5581 0.0 -0.1 0.0
H 4.2260 0.0244 -1.1839 0.0 0.0 0.0
H 3.8739 -1.5207 -0.3583 0.0 0.0 0.0
C -0.5322 3.5237 -0.9395 -0.1 0.2 0.1
O -1.2876 2.5691 -0.1740 0.1 -0.1 -0.1
H -1.0684 3.8263 -1.8420 0.0 -0.1 0.0
H -0.3253 4.4097 -0.3353 0.0 0.0 0.0
H 0.4026 3.0401 -1.2059 0.1 0.0 0.0
H -2.1744 2.9170 -0.0263 0.0 -0.1 0.0
C 1.2279 -0.4374 2.9654 0.3 0.1 0.4
O 1.2101 -0.3524 4.4025 0.0 0.0 -0.3
H 0.2755 -0.0828 2.5672 0.0 -0.1 0.0
H 2.0240 0.1773 2.5402 0.0 0.0 0.0
H 1.3918 -1.4685 2.6552 -0.1 0.0 0.0
H 1.9778 0.1448 4.6911 0.0 0.0 0.0
C -2.7193 0.3759 2.0854 0.1 0.0 -0.1
O -2.4012 -0.1708 0.7930 -0.1 0.3 0.1
H -2.6263 -0.3807 2.8651 0.0 0.0 0.0
H -1.9928 1.1594 2.2887 0.0 0.0 -0.1
H -3.7212 0.8084 2.0923 0.0 -0.1 0.0
H -2.9227 -0.9663 0.6545 0.0 0.0 -0.1
C -1.0615 -2.7475 -1.9841 -0.1 0.0 0.0
C -0.4931 -1.6919 -2.8914 0.3 0.2 -0.1
O -1.0750 -0.4031 -2.5543 0.0 -0.6 0.1
H -2.1430 -2.8308 -2.1091 0.0 0.0 0.0
H -0.8259 -2.4776 -0.9525 0.0 -0.1 0.0
H -0.6068 -3.7169 -2.1893 0.0 0.0 0.0
H -0.6747 -1.8957 -3.9482 -0.1 -0.1 0.0
H 0.5884 -1.6263 -2.7448 -0.1 0.0 0.0
H -1.2518 0.0607 -3.3751 0.0 0.3 0.1